CH6NO3P2 | wB97M-V/def2-TZVPD

Geometry as XYZ:
```
13
Properties=species:S:1:pos:R:3:forces:R:3:nbo_charge:R:1
C -1.3457 0.4299 -0.9563 1.554 2.619 1.051 -1.0659
N 0.4139 -0.4354 1.1664 -4.618 0.464 3.898 -1.3039
O 0.7386 -1.1967 -1.1967 0.555 0.577 -0.058 -1.1593
O -1.2652 -2.1143 0.1191 -0.169 1.000 -0.020 -1.1614
O 2.2328 0.6624 -0.1627 -0.969 -0.670 -0.548 -1.0670
P 1.2233 1.0813 1.0314 1.394 -0.019 1.225 1.0327
P -0.3920 -0.9456 -0.2284 -0.796 -2.117 -0.326 2.2935
H -2.1652 0.0541 -1.4201 -2.035 -1.761 -2.291 0.2328
H -1.9162 1.1670 -0.3812 0.562 -0.142 1.205 0.2195
H -0.7593 1.1144 -1.6113 -0.155 -0.956 0.116 0.2313
H -0.6137 -0.3325 2.0940 4.058 -0.252 -3.598 0.3763
H 1.7135 -0.1721 -0.5704 1.020 0.537 -0.618 0.5184
H 2.1351 0.6875 2.1163 -0.400 0.720 -0.037 -0.1469
```
Positions in Å, forces in eV/Å.

Kohn-Sham gap, eV: 8.53
Charge: -1
Strongest force on any atom, Eh/bohr: 0.1179
Highest occupied orbital energy, eV: -4.55
Energy relative to the best compared isomer or geometry (same formula, charge and spin), kJ/mol: 181.5
DFT total energy, a.u.: -1004.9918

CH6NOS | wB97M-V/def2-TZVPD

Geometry as XYZ:
```
10
Properties=species:S:1:pos:R:3:forces:R:3:nbo_charge:R:1
S -0.0073 0.2260 -3.0385 0.008 0.026 -0.096 -1.0562
H 0.7442 1.2120 -3.5534 -0.007 0.035 0.040 0.0886
N -0.6958 -0.5235 0.1088 -0.117 -0.190 0.278 -0.8781
C 0.3202 -0.5471 1.1082 -0.985 -0.406 0.440 0.0897
O 0.5128 0.6850 1.8340 -0.336 -0.037 -0.136 -0.7545
H -1.5536 -0.0232 0.2823 -0.258 -0.194 0.948 0.3414
H -0.3945 -0.1001 -0.7320 0.914 0.365 -1.622 0.4144
H 0.0271 -1.3433 1.8099 0.325 0.303 0.307 0.1242
H 1.2677 -0.8133 0.6613 0.166 -0.061 -0.297 0.1692
H -0.2208 1.2276 1.5194 0.290 0.159 0.138 0.4612
```
Positions in Å, forces in eV/Å.

Kohn-Sham gap, eV: 6.62
Charge: -1
Strongest force on any atom, Eh/bohr: 0.0369
Highest occupied orbital energy, eV: -2.77
Energy relative to the best compared isomer or geometry (same formula, charge and spin), kJ/mol: 58.8
DFT total energy, a.u.: -569.9043